A structure of composition C20H36CuN4O, computed with ωB97M-V/def2-TZVPD.

XYZ file:
```
62
Properties=species:S:1:pos:R:3:forces:R:3:mulliken_charge:R:1
Cu 0.223416 -0.402282 1.413216 0.22 0.08 -0.05 -0.56
C -1.922623 -1.711574 3.720088 1.18 -0.01 0.36 -0.70
C -1.813835 -2.330470 2.355375 -0.29 -0.59 -0.61 -0.91
N -1.531871 -1.340724 1.293880 -0.19 0.15 -0.28 0.57
C -2.606496 -0.337238 1.043382 -0.08 0.10 0.48 -0.81
C -2.283741 1.027655 1.632378 0.23 0.16 0.09 -0.75
N -0.893015 1.394825 1.326105 0.46 0.03 0.83 0.19
C -0.369062 2.401781 2.266196 0.00 0.32 0.10 -0.69
C 1.124738 2.792950 2.059300 -0.06 0.01 -0.09 -0.82
C 2.020350 1.885132 1.192876 -1.42 -0.09 -0.39 -0.52
N 2.042698 0.443543 1.578620 0.88 0.20 -0.22 0.31
C 2.659701 0.168797 2.906719 -0.43 0.18 0.09 -0.79
C 1.564642 0.043023 3.941934 -0.03 -2.12 -0.07 -0.44
N 0.503964 -0.888290 3.373642 -0.13 1.03 0.46 -0.14
C -0.706443 -0.858325 4.215406 -0.74 -0.42 -0.19 -0.74
H -2.048897 -2.530564 4.415892 -0.22 -0.16 0.19 0.42
H -2.824880 -1.121611 3.757227 -0.27 0.28 0.16 0.21
H -2.780329 -2.818640 2.133635 0.31 0.12 0.06 0.38
H -1.057271 -3.134262 2.254755 -0.20 0.50 0.30 0.44
H -1.480951 -1.855152 0.431715 0.21 -0.36 -0.35 0.34
H -3.543428 -0.714442 1.454701 -0.13 0.07 -0.14 0.48
H -2.712657 -0.230218 -0.027845 -0.08 -0.10 -0.26 0.47
H -2.372413 1.030455 2.724976 -0.13 -0.05 -0.21 0.42
H -2.957847 1.786552 1.233001 -0.27 -0.10 0.12 0.47
H -0.804507 1.754861 0.399008 -0.15 0.19 -0.80 0.14
H -0.531046 1.998612 3.269524 0.21 -0.05 -0.08 0.33
H -1.003121 3.296728 2.249136 0.20 0.05 -0.13 0.53
H 1.575253 2.867405 3.059270 -0.05 0.19 -0.27 0.27
H 1.204671 3.801571 1.602918 -0.11 -0.56 0.31 0.42
H 3.007843 2.316766 1.203538 0.52 -0.04 0.01 0.49
H 1.670078 1.857648 0.142629 0.15 0.28 0.46 0.11
H 2.633473 0.016224 0.859414 -0.19 -0.05 0.30 0.34
H 3.313854 0.981995 3.209742 0.34 -0.02 -0.13 0.41
H 3.217367 -0.761686 2.855431 0.17 -0.01 -0.11 0.45
H 1.142235 0.991969 4.183568 -0.58 0.52 0.06 0.24
H 1.931739 -0.416708 4.876344 0.06 0.38 -0.31 0.52
H 0.846552 -1.830767 3.378681 0.51 -0.53 0.15 0.28
H -1.007408 0.164203 4.305257 -0.17 0.72 -0.14 0.25
H -0.468089 -1.142838 5.230001 0.23 -0.30 0.32 0.65
C 0.025324 0.545281 -7.124830 -0.09 0.69 0.36 -1.50
C 0.083474 0.134295 -5.665115 0.14 0.29 -0.05 0.47
C -0.408005 0.926843 -4.610726 0.65 -0.13 -0.22 -1.15
C -0.240520 0.536430 -3.287694 -0.57 0.55 -0.63 0.78
C -0.757037 1.446426 -2.207016 0.34 -0.83 0.80 -0.54
C 0.399593 -0.677674 -3.016059 0.73 -1.22 -0.45 0.73
C 0.665985 -1.088394 -1.679843 0.60 -0.96 -0.04 -0.36
O 0.379168 -0.422539 -0.677436 -0.11 0.18 0.90 -0.78
C 0.865898 -1.541673 -4.080529 -0.66 1.02 0.22 0.83
C 1.544512 -2.841763 -3.809436 0.16 -0.33 0.60 -1.73
C 0.670511 -1.105438 -5.379322 -0.32 0.21 0.59 -0.73
H -0.276451 1.600830 -7.241742 0.22 -0.43 0.12 0.36
H -0.758917 -0.044122 -7.595875 0.08 -0.16 -0.27 0.35
H 0.991131 0.394818 -7.653835 -0.67 -0.06 0.44 0.38
H -0.813749 1.915783 -4.800314 -0.13 -0.20 -0.17 0.38
H -1.299780 2.269554 -2.608217 -0.35 0.63 -0.46 0.49
H 0.106120 1.824325 -1.630495 -0.44 -0.04 -0.07 0.12
H -1.430126 0.887311 -1.517068 0.49 0.43 -0.44 -0.16
H 1.193254 -2.068032 -1.502440 -0.44 0.72 -0.38 0.23
H 0.977949 -3.495010 -3.132841 0.01 0.20 -0.15 0.38
H 2.533380 -2.694939 -3.344179 -0.24 -0.07 -0.32 0.36
H 1.653418 -3.390101 -4.729748 0.25 -0.16 -0.30 0.39
H 0.932211 -1.709103 -6.226904 0.38 -0.35 -0.11 0.46
```
Positions in Å, forces in eV/Å.

As for the spin multiplicity: 2. As for the total charge: +2. As for the LUMO energy (spin up / spin down): -5.75 / -6.68 eV. For the largest force on an atom, the calculation gives 0.041 hartree/bohr.